Computed, not measured: a 9-piece molecular cluster, C51H110F8N7O9S2 overall in a non-equilibrium geometry, with ωB97M-V/def2-TZVPD.

Calculated values
Orbital gap: 7.73 eV
2S+1: 1
E_HOMO: -0.439 Ha
Electronic energy: -4663.97413 Ha
LUMO level: -0.1544 hartree
Net charge: +3

Structure (XYZ):
```
187
Properties=species:S:1:pos:R:3:forces:R:3
C 20.082 8.408 9.013 -1.546 -0.992 -1.318
C 19.466 7.458 7.964 0.954 1.185 -0.647
C 18.442 8.177 7.129 -0.055 -0.822 0.521
N 17.892 7.386 5.982 0.055 -0.510 0.525
C 18.937 6.931 5.000 0.231 -2.426 1.911
C 17.039 6.269 6.480 -0.663 -0.713 -0.633
C 16.130 5.961 5.284 -0.111 -0.712 -0.873
C 16.034 7.324 4.532 -0.930 0.289 0.733
C 16.884 8.286 5.328 -0.118 -0.881 1.591
H 19.436 8.322 9.859 0.211 0.271 0.998
H 20.000 9.364 8.600 0.148 1.868 -0.219
H 21.096 8.182 9.154 1.203 -0.355 0.723
H 18.956 6.751 8.546 -0.401 -1.834 0.251
H 20.249 7.077 7.304 -0.126 -0.459 0.280
H 18.815 9.020 6.618 0.752 1.398 -0.073
H 17.599 8.460 7.781 0.227 0.023 -0.488
H 19.778 7.576 5.014 0.549 0.828 -0.169
H 18.569 6.714 4.032 -0.753 0.513 -0.948
H 19.280 5.914 5.335 -0.084 1.065 -0.029
H 17.562 5.378 6.793 0.676 0.075 0.055
H 16.524 6.654 7.352 -0.362 0.106 0.010
H 16.596 5.175 4.620 -0.289 0.904 0.699
H 15.157 5.505 5.561 0.567 0.609 0.028
H 16.379 7.307 3.528 0.356 -0.395 -0.896
H 15.027 7.721 4.471 -0.266 -0.134 0.080
H 17.481 8.976 4.790 0.038 1.062 -0.681
H 16.423 8.731 6.250 -0.236 0.025 -1.471
C 16.039 8.780 18.465 0.066 1.242 1.695
C 17.267 9.149 19.372 -0.760 -0.129 0.278
C 16.857 9.833 20.722 0.592 2.022 -1.681
N 18.017 10.262 21.613 1.400 -1.397 -0.271
C 18.770 8.997 22.010 1.597 0.530 0.232
C 17.534 11.084 22.847 0.388 0.366 -1.583
C 18.318 12.418 22.716 0.230 -0.543 0.921
C 19.565 12.122 21.870 -1.962 -0.669 -1.313
C 19.030 11.108 20.839 0.235 0.861 -0.334
H 16.149 7.912 17.865 0.520 -0.722 -0.481
H 15.932 9.659 17.820 -0.586 -0.437 0.048
H 15.166 8.614 19.104 -0.168 0.152 -0.283
H 17.749 9.840 18.703 0.880 0.412 0.406
H 17.948 8.319 19.563 -0.293 -0.084 -0.206
H 16.213 9.300 21.352 -0.844 -1.370 0.719
H 16.314 10.790 20.524 0.432 -0.611 -0.162
H 18.165 8.404 22.659 -0.344 -0.155 0.814
H 19.832 9.191 22.435 -2.091 0.063 -0.425
H 18.924 8.386 21.130 0.069 0.221 -0.171
H 17.721 10.523 23.743 0.228 -0.313 0.257
H 16.449 11.220 22.713 0.473 -0.038 0.171
H 18.685 12.763 23.695 -0.675 0.117 -0.239
H 17.611 13.109 22.266 0.467 0.470 -0.101
H 20.306 11.606 22.417 0.999 -0.125 0.964
H 19.965 12.990 21.360 0.149 0.118 0.097
H 19.860 10.511 20.371 -1.190 0.238 0.475
H 18.460 11.636 20.065 0.172 -0.153 0.077
C 19.158 19.370 15.499 2.135 0.108 -0.142
C 19.268 17.858 15.687 0.151 0.135 1.151
C 20.344 17.337 14.801 -0.455 -1.265 0.038
N 20.728 15.878 14.902 -0.196 -1.070 0.785
C 19.576 14.988 14.541 -0.435 0.223 0.037
C 21.313 15.477 16.281 -1.122 -0.099 -0.779
C 22.140 14.209 15.947 0.281 1.513 1.253
C 22.467 14.281 14.472 -0.159 0.566 0.198
C 21.970 15.646 14.071 0.073 0.551 -0.602
H 20.151 19.788 15.726 -0.161 0.023 0.567
H 18.459 19.839 16.160 -0.569 0.191 0.069
H 19.122 19.728 14.468 -0.970 -0.444 -0.154
H 18.331 17.393 15.513 -0.888 -0.581 -0.297
H 19.547 17.599 16.716 -0.269 0.384 0.107
H 21.244 17.857 15.054 0.631 0.579 -0.588
H 19.952 17.369 13.813 0.525 0.786 -1.136
H 18.946 14.909 15.419 -0.525 0.531 -0.040
H 19.799 13.960 14.341 1.085 -0.481 -0.102
H 19.075 15.333 13.634 -0.120 0.384 0.212
H 20.574 15.405 17.105 -0.073 -0.421 -0.951
H 21.832 16.368 16.525 1.272 0.563 0.368
H 21.518 13.373 16.227 0.501 -0.584 0.226
H 23.105 14.342 16.470 -0.717 -0.795 0.348
H 21.999 13.513 13.931 -0.876 -1.020 -0.814
H 23.513 14.126 14.311 0.659 0.318 -0.234
H 21.858 15.857 12.991 -0.463 -0.247 0.591
H 22.623 16.408 14.477 0.484 0.129 -0.198
C 9.800 13.522 20.480 2.521 0.244 1.587
C 8.322 13.393 20.795 0.330 -0.847 1.070
C 7.594 14.300 19.851 -0.281 0.161 -0.718
N 6.077 14.328 20.038 1.470 -0.109 -1.981
C 5.535 12.961 19.990 -1.088 0.047 1.093
C 5.669 14.996 21.265 0.001 -0.768 2.106
C 4.184 15.352 21.062 1.454 -0.473 -0.958
C 4.179 15.656 19.533 -1.605 0.986 -0.796
C 5.464 15.256 18.864 2.313 -1.642 1.435
H 10.290 14.386 21.026 -0.741 -0.603 -0.812
H 10.061 13.610 19.420 -0.372 0.031 0.103
H 10.418 12.658 20.870 -0.968 0.667 -0.433
H 8.103 13.656 21.886 0.343 -0.480 -1.431
H 8.117 12.308 20.618 -0.432 0.926 0.245
H 7.778 13.951 18.815 -0.258 0.188 0.437
H 8.014 15.337 19.895 -0.686 -0.697 0.175
H 4.448 13.038 20.193 0.726 -0.374 -0.369
H 6.001 12.311 20.732 -0.139 0.402 0.188
H 5.747 12.526 19.057 0.000 -0.421 -1.368
H 5.819 14.300 22.160 -0.054 0.943 -1.268
H 6.385 15.824 21.349 -0.705 0.245 0.314
H 3.522 14.504 21.262 0.253 0.172 0.172
H 3.919 16.142 21.738 -0.303 0.581 -0.084
H 3.366 15.079 19.035 0.336 0.768 0.380
H 4.053 16.728 19.348 -0.456 -0.241 0.012
H 5.407 14.652 17.934 -0.219 0.236 0.747
H 6.340 15.945 18.719 -1.460 0.115 0.174
C 13.982 15.989 8.849 -1.487 -0.524 -0.396
C 13.428 15.788 10.240 -3.332 0.332 0.220
C 14.415 16.383 11.210 0.264 -1.163 1.303
N 14.187 15.951 12.713 -0.322 1.269 -1.120
C 12.763 16.254 13.031 -0.936 -0.424 0.373
C 15.039 16.806 13.581 1.815 0.011 -0.084
C 15.830 15.824 14.510 -0.145 1.759 -1.465
C 15.903 14.548 13.708 2.546 0.174 -0.950
C 14.594 14.559 13.019 -1.973 -1.500 -0.318
H 14.360 16.995 8.831 0.281 0.411 -0.543
H 13.208 15.828 8.057 0.575 0.363 0.685
H 14.741 15.282 8.672 1.316 -0.632 -0.370
H 13.073 14.752 10.520 0.881 0.783 -0.551
H 12.396 16.345 10.189 1.768 -0.671 0.671
H 14.300 17.450 11.325 0.204 0.428 -0.496
H 15.468 16.055 10.997 -0.614 0.380 0.359
H 12.726 16.465 14.119 -0.283 -0.043 -0.671
H 12.109 15.387 12.818 0.470 0.337 -0.038
H 12.380 17.104 12.415 0.572 -0.532 0.717
H 14.392 17.538 14.012 -0.154 0.388 0.797
H 15.748 17.352 12.949 -0.103 -0.375 0.039
H 15.373 15.774 15.454 -0.809 -0.537 1.309
H 16.800 16.248 14.679 0.548 0.156 0.067
H 16.156 13.712 14.365 -0.733 -0.205 -0.238
H 16.728 14.623 12.930 -0.919 0.034 1.130
H 13.902 14.165 13.767 -0.569 0.095 -0.291
H 14.399 14.064 12.061 0.672 -0.614 0.414
C 8.732 14.826 8.050 0.497 -0.590 -0.403
C 8.592 13.830 9.215 -0.962 0.467 -1.052
O 9.238 14.019 10.226 0.123 -0.673 0.313
N 7.734 12.777 8.990 0.160 -0.187 0.254
H 7.051 12.829 8.216 1.063 0.049 0.768
H 11.461 18.965 16.968 -0.542 -2.272 -1.835
C 7.657 11.551 9.832 -2.110 1.400 -1.140
H 8.026 14.708 7.204 0.466 -0.241 0.474
H 9.795 14.692 7.700 -1.110 0.232 0.122
H 8.622 15.842 8.410 0.101 0.095 0.238
H 7.426 10.766 9.132 0.153 -0.596 -0.030
H 6.818 11.604 10.535 0.115 0.119 -0.027
H 8.521 11.354 10.384 1.549 -0.042 0.519
C 17.831 16.160 10.491 -0.203 -1.921 0.358
O 18.822 15.349 9.763 -0.026 0.711 1.046
O 17.142 15.553 11.482 1.340 0.575 -1.259
C 18.503 17.436 10.910 1.158 -1.096 2.381
F 17.586 18.060 11.717 0.909 0.643 -0.556
F 19.648 17.247 11.682 -0.765 0.095 -0.062
F 18.891 18.205 9.938 -0.194 0.967 -0.790
C 18.352 14.221 9.063 -1.016 1.693 -1.698
C 17.879 13.079 9.868 -0.452 -0.521 0.414
H 17.502 12.281 9.239 0.098 -0.289 -0.354
H 18.664 12.715 10.482 0.773 -0.583 0.672
H 17.067 13.365 10.520 -0.156 0.264 0.184
H 19.096 14.000 8.298 0.561 -0.395 0.465
H 17.525 14.520 8.393 -0.248 0.258 0.260
H 17.204 16.634 9.761 -1.256 -0.184 -1.453
C 10.177 17.565 16.159 0.427 1.198 1.849
O 9.269 18.560 16.102 -1.974 1.099 -0.961
O 11.485 18.183 16.288 -0.042 0.171 0.331
C 9.893 16.933 17.524 -0.735 1.186 -0.271
F 10.712 15.982 17.757 2.434 -2.377 0.557
F 9.922 17.781 18.540 0.925 1.382 0.576
F 8.686 16.420 17.643 -2.346 -1.137 -0.860
C 9.127 19.159 14.771 0.019 -0.509 1.094
C 8.197 18.382 13.916 1.336 -0.831 -1.753
H 8.001 18.870 12.950 -0.403 0.344 0.581
H 8.670 17.461 13.544 -0.059 -0.111 0.445
H 7.348 18.117 14.472 -1.507 -0.158 0.392
H 10.121 19.137 14.414 1.041 0.591 -0.901
H 8.763 20.160 14.911 0.083 0.448 0.301
H 9.984 16.767 15.380 1.313 0.901 0.394
N 17.937 12.678 16.717 -0.915 0.175 -0.172
S 17.041 13.579 17.567 -0.605 1.978 1.189
O 17.366 14.964 17.270 -0.453 -1.343 0.102
O 16.898 13.287 19.005 0.058 -0.544 -2.628
F 15.504 13.436 16.916 1.887 -0.356 0.881
S 18.689 11.407 16.308 -0.411 -1.219 -1.507
O 18.011 10.151 16.361 -0.637 0.541 0.413
O 20.019 11.458 16.738 2.140 0.196 1.534
F 18.935 11.582 14.733 -0.934 0.607 0.251
```
Forces are in eV/Å.

Löwdin population analysis, charges in e, atoms 1 to 99: -0.044 -0.203 -0.153 -0.294 0.052 -0.112 -0.112 -0.128 -0.092 0.082 0.056 0.072 0.096 0.118 0.125 0.148 0.104 0.097 0.136 0.137 0.137 0.135 0.131 0.104 0.122 0.133 0.152 -0.063 -0.186 -0.105 -0.244 0.013 -0.046 -0.125 -0.127 -0.106 0.065 0.067 0.073 0.060 0.099 0.111 0.143 0.096 0.149 0.077 0.121 0.129 0.126 0.117 0.097 0.126 0.157 0.104 -0.068 -0.219 -0.136 -0.232 0.041 -0.061 -0.116 -0.148 -0.088 0.083 0.073 0.085 0.078 0.122 0.132 0.107 0.074 0.087 0.109 0.142 0.111 0.089 0.133 0.098 0.120 0.157 0.130 -0.116 -0.255 -0.167 -0.291 0.015 -0.133 -0.109 -0.147 -0.033 0.101 0.073 0.096 0.144 0.122 0.146 0.141 0.121 0.107